{
  "formula": "C25H51Br6F8O13P3",
  "method": "ωB97M-V/def2-TZVPD",
  "symbols": ["C", "C", "O", "P", "O", "O", "C", "C", "O", "C", "C", "H", "H", "H", "H", "H", "H", "H", "H", "H", "H", "H", "H", "H", "H", "H", "C", "C", "O", "P", "O", "O", "C", "C", "O", "C", "C", "H", "H", "H", "H", "H", "H", "H", "H", "H", "H", "H", "H", "H", "H", "H", "C", "C", "O", "P", "O", "O", "C", "C", "O", "C", "C", "H", "H", "H", "H", "H", "H", "H", "H", "H", "H", "H", "H", "H", "H", "H", "C", "C", "C", "F", "F", "F", "F", "O", "C", "C", "F", "F", "F", "F", "H", "H", "H", "H", "C", "Br", "Br", "Br", "H", "C", "Br", "Br", "Br", "H"],
  "coordinates": [[-5.30791, 7.60378, 0.22241], [-4.47498, 6.78139, 1.18819], [-3.25135, 6.42714, 0.48349], [-1.84818, 6.72119, 1.14867], [-0.73826, 6.49815, 0.24476], [-1.85961, 5.87777, 2.47564], [-1.72950, 4.45151, 2.36022], [-2.20886, 3.81707, 3.61424], [-1.96963, 8.15583, 1.75467], [-1.56982, 9.38467, 1.13976], [-0.19001, 9.39722, 0.48740], [-6.26682, 7.89826, 0.64773], [-4.74600, 8.50969, -0.02065], [-5.46742, 7.07620, -0.71608], [-4.18186, 7.34883, 2.06516], [-4.97014, 5.83811, 1.41159], [-2.18547, 4.06198, 1.44654], [-0.66676, 4.20366, 2.25193], [-1.63704, 4.20842, 4.46245], [-3.25940, 3.98379, 3.84737], [-1.95968, 2.75336, 3.62933], [-2.31432, 9.64428, 0.38185], [-1.58264, 10.13674, 1.92458], [-0.21457, 8.81917, -0.42663], [0.08573, 10.44136, 0.35671], [0.50639, 8.93266, 1.18542], [5.28501, -6.27532, -3.19677], [4.36022, -6.68070, -2.06300], [3.34490, -5.65324, -1.98927], [2.48169, -5.52479, -0.68042], [1.63433, -6.67089, -0.35892], [3.49699, -5.14221, 0.46764], [4.24027, -3.88891, 0.39340], [3.98503, -3.07366, 1.65651], [1.67442, -4.22226, -1.04209], [0.76565, -3.60645, -0.12775], [-0.56465, -3.51178, -0.86171], [4.76147, -6.42485, -4.14080], [5.57710, -5.23030, -3.10779], [6.19607, -6.87524, -3.22541], [3.81232, -7.58776, -2.31621], [4.88533, -6.79769, -1.11527], [5.28187, -4.17845, 0.26627], [3.91120, -3.31960, -0.47386], [4.71707, -3.21052, 2.45142], [3.88789, -2.02430, 1.38755], [3.02922, -3.39120, 2.08241], [0.62708, -4.27175, 0.72868], [1.08949, -2.61430, 0.18679], [-0.47686, -2.95559, -1.79270], [-0.94251, -4.52943, -0.97428], [-1.34472, -3.00063, -0.28811], [2.72054, 0.61652, 2.07126], [2.66934, 0.90602, 0.59516], [3.09739, -0.26528, -0.10889], [3.99239, -0.21720, -1.41455], [4.50127, -1.53126, -1.77521], [3.07305, 0.51250, -2.45589], [2.65178, -0.09288, -3.67417], [1.18358, -0.40108, -3.67158], [5.04602, 0.93760, -1.18480], [6.14271, 0.88911, -0.25600], [6.39246, -0.45903, 0.36204], [3.71732, 0.23117, 2.33014], [2.52593, 1.47583, 2.70406], [2.09120, -0.25068, 2.27444], [1.60993, 1.04518, 0.33430], [3.14848, 1.82627, 0.26326], [2.93761, 0.58553, -4.48292], [3.21625, -1.00271, -3.89839], [0.97279, -1.12221, -4.46162], [0.92401, -0.91474, -2.73915], [0.54439, 0.47695, -3.73960], [7.01573, 1.19783, -0.82851], [5.91788, 1.62964, 0.51370], [6.55613, -1.19307, -0.43003], [7.23629, -0.49415, 1.04615], [5.51325, -0.79895, 0.91746], [-3.81413, -1.14797, -2.77044], [-2.93500, -0.10122, -2.12229], [-3.61699, 0.75205, -1.04016], [-4.61381, 1.43832, -1.62238], [-4.16099, 0.00093, -0.04379], [-1.84072, -0.69181, -1.60170], [-2.54836, 0.80023, -3.05256], [-4.20362, -2.06471, -1.75651], [-5.14219, -2.96793, -2.10829], [-5.13125, -4.06777, -1.03488], [-5.30275, -3.50228, 0.17684], [-6.17925, -4.88530, -1.25100], [-6.36828, -2.37720, -2.16107], [-4.90679, -3.50477, -3.32839], [-3.23300, -1.64881, -3.55138], [-4.64726, -0.66602, -3.28748], [-2.89548, 1.42265, -0.56967], [-4.20231, -4.63895, -1.06869], [-3.90274, -5.78205, 4.35446], [-3.90246, -6.27284, 6.23124], [-5.38990, -4.61057, 3.97446], [-3.91837, -7.31478, 3.22022], [-2.99498, -5.20963, 4.24044], [-2.35354, -0.91533, 2.42808], [-2.51691, -2.80875, 2.80342], [-0.71499, -0.54327, 1.49388], [-2.51533, 0.15771, 4.00010], [-3.15410, -0.74733, 1.72384]],
  "atomic_forces_ev_per_a": [[0.37, 0.37, 0.08], [0.21, -0.14, -0.95], [-0.24, -0.05, -0.24], [-0.28, 0.14, -0.17], [0.52, -0.41, -0.64], [-0.11, -0.24, 0.40], [0.97, -0.23, -0.35], [0.18, -0.28, 1.13], [0.10, 0.44, 0.71], [0.18, 0.43, -0.67], [-0.51, -0.44, 0.82], [-0.01, -0.09, 0.06], [-0.14, 0.03, 0.01], [-0.07, -0.17, 0.09], [-0.41, -0.10, 0.29], [0.01, 0.07, 0.39], [-0.43, 0.23, 0.09], [-0.02, 0.27, -0.06], [-0.08, 0.24, -0.11], [-0.09, -0.12, -0.24], [-0.35, 0.12, -0.31], [-0.12, 0.06, 0.16], [-0.25, -0.12, 0.15], [0.30, 0.13, -0.21], [0.09, -0.02, -0.30], [0.21, 0.04, -0.15], [-0.02, -0.21, -0.03], [-0.30, 0.15, -0.65], [0.34, 0.30, -0.05], [-0.48, -0.28, -0.03], [0.19, -0.20, 0.38], [0.04, 0.11, 0.33], [-0.24, -0.19, 0.14], [-0.34, -0.27, 0.04], [0.55, 0.85, -0.32], [-1.15, -0.47, -0.21], [-0.49, -0.05, 0.61], [0.07, 0.18, -0.06], [-0.06, 0.04, 0.05], [-0.08, -0.10, 0.12], [0.30, -0.26, 0.21], [-0.10, 0.10, 0.09], [0.06, 0.17, -0.01], [0.14, -0.11, -0.07], [0.19, 0.02, -0.16], [0.12, 0.00, 0.16], [-0.03, 0.08, -0.10], [0.14, 0.27, 0.20], [0.52, -0.15, -0.07], [0.12, -0.32, -0.20], [0.11, 0.04, -0.58], [0.31, 0.11, 0.24], [1.27, -0.88, 0.03], [-1.56, 0.24, -0.13], [0.38, -0.09, 0.31], [-0.16, 0.66, 0.03], [0.05, -0.44, -0.15], [-0.09, 0.16, -0.11], [0.45, -0.20, -1.10], [-0.31, -0.41, 0.55], [-0.02, -0.13, -0.01], [0.28, 0.23, 0.23], [-0.47, -0.82, -0.17], [0.04, 0.38, -0.01], [-0.36, 0.01, -0.03], [-0.37, 0.36, 0.23], [0.14, 0.06, -0.15], [0.53, -0.22, 0.08], [-0.23, 0.20, 0.15], [0.04, -0.02, 0.52], [-0.15, 0.24, -0.20], [0.06, 0.04, -0.02], [0.04, 0.04, -0.17], [-0.01, 0.19, 0.07], [0.13, 0.09, -0.05], [0.09, -0.01, 0.13], [0.13, 0.38, -0.03], [0.15, 0.07, 0.00], [0.14, 0.04, -0.66], [-0.73, -0.04, 0.35], [0.26, -0.16, 0.47], [-0.18, 0.17, -0.06], [0.05, -0.09, -0.14], [0.19, 0.11, 0.08], [0.30, -0.10, -0.36], [0.35, 0.11, -0.35], [-0.34, 0.23, 0.47], [-0.31, -0.01, -0.13], [0.18, 0.07, 0.03], [-0.05, -0.21, -0.14], [0.23, -0.23, -0.20], [-0.06, -0.01, 0.10], [0.13, -0.01, 0.20], [-0.20, 0.01, 0.39], [0.03, 0.18, -0.20], [0.04, 0.03, 0.08], [-0.35, 0.18, 0.59], [-0.02, -0.06, -0.12], [0.00, -0.13, 0.00], [0.15, -0.01, -0.09], [0.08, -0.09, -0.32], [0.06, -0.62, -0.20], [0.22, 0.17, 0.01], [0.06, 0.14, 0.02], [-0.18, -0.20, -0.03], [-0.08, 0.42, 0.21]],
  "homo_ev": -10.08,
  "charge": 0,
  "homo_lumo_gap_ev": 9.782
}

***

{
  "formula": "C25H51BrCoF2N12OPSe",
  "method": "ωB97M-V/def2-TZVPD",
  "symbols": ["Co", "C", "N", "C", "C", "N", "N", "C", "N", "N", "H", "H", "H", "H", "H", "H", "H", "H", "H", "H", "H", "F", "C", "F", "H", "C", "N", "C", "P", "O", "N", "C", "C", "N", "C", "C", "H", "H", "H", "H", "H", "H", "H", "H", "H", "H", "H", "H", "H", "H", "H", "H", "H", "H", "Br", "C", "N", "C", "Se", "N", "C", "C", "C", "C", "C", "C", "H", "H", "H", "H", "H", "H", "H", "H", "C", "C", "N", "C", "C", "N", "C", "C", "H", "H", "H", "H", "H", "H", "H", "H", "H", "H", "H", "H", "H"],
  "coordinates": [[15.30958, 10.16487, 11.83926], [15.79139, 5.98564, 9.35294], [16.32455, 6.32875, 10.66845], [16.11949, 5.37269, 11.76159], [16.62204, 7.64674, 10.91663], [16.25561, 8.69049, 10.29796], [17.54804, 7.73849, 11.99840], [17.90846, 8.88236, 12.65144], [19.06185, 8.85233, 13.42721], [17.17538, 9.92092, 12.56566], [15.44131, 4.99337, 9.28120], [16.56619, 6.05332, 8.57537], [15.00317, 6.64758, 9.01923], [16.51051, 5.80852, 12.65170], [16.76171, 4.47108, 11.59437], [15.06080, 5.26025, 11.90546], [15.43974, 8.48143, 9.68414], [18.22354, 6.98406, 12.06531], [19.61204, 7.99368, 13.51019], [19.31627, 9.62927, 14.03098], [17.30307, 10.63608, 13.22000], [15.50600, 12.10004, 9.54531], [14.64438, 11.70969, 10.71872], [14.67008, 12.81442, 11.47639], [13.70770, 11.61648, 10.16078], [16.67199, 12.63619, 15.72569], [16.16490, 11.33270, 16.03844], [16.47956, 10.87247, 17.39556], [14.81598, 10.81208, 15.14030], [15.02628, 11.12038, 13.67706], [14.59114, 9.24475, 15.57359], [15.65149, 8.27158, 15.45316], [13.18875, 8.64862, 15.68447], [13.43936, 11.59329, 15.65514], [12.49470, 12.16776, 14.70205], [13.19248, 11.65248, 17.08459], [17.78100, 12.60436, 15.62992], [16.46985, 13.44382, 16.45995], [16.25228, 13.03448, 14.81167], [17.58100, 10.85993, 17.53596], [16.10956, 9.86169, 17.54446], [16.09484, 11.54706, 18.21483], [15.52886, 7.51523, 14.63411], [15.75456, 7.65263, 16.35496], [16.57743, 8.73915, 15.20657], [12.49264, 9.37337, 15.89486], [13.16385, 7.86692, 16.50780], [12.95542, 8.08684, 14.77146], [12.74176, 11.86772, 13.70288], [12.60450, 13.30514, 14.67117], [11.44784, 11.91087, 14.92352], [13.96301, 11.07150, 17.58140], [12.19855, 11.28979, 17.29610], [13.32005, 12.74231, 17.41687], [13.73898, 8.04404, 12.08930], [10.86690, 10.45257, 6.55020], [10.83017, 9.72429, 7.73268], [11.93754, 9.26154, 8.37581], [13.65934, 9.30752, 7.80354], [11.51558, 8.66335, 9.51549], [10.19629, 8.93005, 9.71253], [9.31796, 8.66632, 10.73925], [8.01543, 8.97822, 10.54529], [7.49504, 9.59683, 9.42692], [8.34888, 9.86956, 8.30684], [9.72226, 9.50924, 8.55811], [11.82531, 10.44255, 6.08255], [10.66108, 11.50253, 6.72061], [10.17848, 10.11469, 5.76473], [12.12881, 8.38033, 10.27534], [9.73049, 8.20607, 11.64901], [7.34075, 8.95941, 11.41683], [6.46739, 9.81034, 9.35362], [8.00790, 10.29667, 7.34504], [17.81330, 10.98388, 7.79490], [19.13601, 11.23188, 7.06716], [19.18463, 12.52479, 6.40690], [18.91479, 13.53270, 7.42136], [17.53146, 13.41019, 8.00178], [16.92016, 12.08216, 7.42400], [16.81057, 12.07579, 5.92443], [18.14475, 12.60479, 5.35600], [17.86185, 10.93900, 8.90011], [17.39555, 10.01978, 7.47634], [19.29983, 10.44322, 6.32712], [19.98100, 11.27099, 7.70702], [19.05755, 14.51050, 6.96126], [19.67648, 13.43158, 8.20616], [16.83990, 14.18986, 7.66951], [17.47796, 13.48733, 9.09074], [16.04374, 12.03626, 7.98133], [15.91944, 12.66803, 5.70500], [16.56853, 11.01719, 5.59156], [18.00031, 13.61335, 4.98668], [18.48545, 11.98598, 4.51614]],
  "atomic_forces_ev_per_a": [[-0.26, -0.63, 0.26], [0.78, 1.22, -0.51], [0.09, 0.15, -0.43], [1.32, 0.03, -0.82], [0.61, -1.09, 0.51], [-0.90, 0.17, -0.92], [0.99, -0.15, -0.02], [0.70, 0.49, 0.76], [-0.20, -1.00, -0.40], [-0.78, -0.61, -0.92], [-0.47, -1.15, 0.51], [0.11, 0.15, 0.29], [-0.46, 0.15, 0.15], [0.05, 0.34, 0.76], [-1.13, 0.33, -0.05], [-0.43, -0.75, 0.03], [0.77, 0.22, 0.28], [-0.38, 0.12, -0.19], [-0.45, 0.72, 0.02], [-0.32, -0.38, -0.45], [0.82, 1.17, 1.15], [-0.04, -0.04, 0.58], [0.47, -1.11, -1.50], [-0.35, 1.16, 0.29], [-0.30, 0.31, 0.41], [1.12, 1.24, 0.01], [-1.13, -0.82, 0.06], [0.39, 0.52, 0.39], [-0.44, 0.61, -0.01], [-0.06, -0.11, 1.03], [-1.35, -0.69, 0.28], [-0.26, -1.56, -0.54], [2.90, -2.57, 0.09], [0.73, -0.64, -0.79], [0.19, 1.87, 0.50], [0.62, 2.09, -0.39], [-0.54, 0.03, -0.06], [-0.15, -0.70, 0.17], [0.00, -0.25, -0.43], [-0.49, -0.06, -0.22], [-0.06, 0.05, 0.07], [0.10, -0.53, -0.88], [-0.51, 0.75, 0.32], [0.05, 0.39, 0.10], [0.78, 0.54, 0.18], [-1.51, 1.69, 0.32], [0.32, 1.06, -0.66], [0.00, 0.45, 0.03], [0.09, -0.44, -0.40], [-0.37, -1.26, 0.27], [0.35, -0.03, 0.09], [-0.27, -0.15, 0.27], [-0.30, -0.09, 0.39], [-0.45, -1.41, -0.09], [-0.15, 0.36, 0.13], [-0.76, 1.36, -2.13], [0.56, -1.24, 1.76], [-0.29, -0.64, -0.10], [0.63, 0.12, -0.24], [0.76, 0.64, 0.39], [-1.36, -0.38, -0.39], [1.80, -0.99, 0.85], [-1.91, 0.96, 1.90], [2.16, 0.09, -2.71], [0.81, -0.86, 1.78], [-1.98, 1.55, -1.85], [0.87, -0.37, 0.06], [-0.28, 0.33, 0.20], [-0.14, -0.24, 0.48], [0.42, -0.05, -0.14], [-0.56, 0.27, -0.29], [0.30, -0.54, -0.48], [-1.05, 0.30, 0.04], [0.28, -0.26, 0.85], [0.14, -1.05, 1.17], [0.19, -0.22, -0.92], [-0.89, 0.51, -0.59], [1.16, 0.58, -0.07], [-1.32, -0.12, -0.96], [0.34, 1.04, 1.17], [-1.13, -0.59, 0.04], [0.17, -0.78, 0.19], [0.13, 0.13, -0.56], [-0.23, 0.39, 0.09], [0.08, 0.13, 0.05], [0.66, -0.50, 0.92], [-0.01, 0.07, 0.10], [-0.15, 0.02, -0.18], [0.15, -0.07, -0.27], [-0.06, -0.91, -0.18], [-0.06, -0.58, -0.59], [0.28, 0.14, -0.33], [0.38, 1.21, 0.64], [0.33, 0.27, 0.12], [-0.25, 0.14, 0.16]],
  "homo_ev": [-9.32, -9.32],
  "spin_multiplicity": 4,
  "charge": 1,
  "homo_lumo_gap_ev": [7.536, 7.532]
}

***

Number 1: E_tot -19228.6801 a.u.. Number 2: E_tot -8614.7100 a.u..